DFT (the ωB97M-V functional and the def2-TZVPD basis) results for a 2-piece molecular cluster, C28H42ClF3N7O6PS2 overall.

Geometry (Å):
C  5.126  -1.544  2.880
C  3.927  -1.059  2.275
C  2.683  -0.636  1.239
C  1.384  -1.136  2.103
C  0.947  -0.157  3.343
C  -0.720  -0.256  3.430
O  -1.408  0.329  2.429
N  -1.478  -0.989  4.514
C  -2.957  -0.920  4.077
C  -3.700  -2.147  3.220
C  -5.296  -2.039  2.737
C  -6.254  -0.740  3.075
C  -5.516  0.491  3.925
C  -3.941  0.379  4.415
N  2.904  0.891  1.196
O  4.188  1.277  1.281
C  4.329  2.704  1.608
N  4.509  4.004  1.722
C  2.120  1.265  -0.040
N  1.264  2.335  -0.125
C  1.038  3.305  1.014
N  -0.412  3.567  1.357
C  0.504  2.561  -1.428
S  1.028  4.098  -2.361
C  -0.120  4.395  -3.843
C  -0.478  3.031  -4.681
N  2.496  0.168  -1.011
P  3.724  0.992  -1.990
O  3.888  2.547  -1.702
C  2.827  -1.143  -0.349
C  1.610  -2.122  -0.923
C  0.230  -1.261  -1.301
C  -0.983  -2.352  -1.454
C  -1.347  -3.187  -0.091
C  -2.651  -4.206  -0.335
N  -2.483  -5.454  0.556
C  4.298  -1.835  -0.499
C  4.654  -2.366  -2.036
C  4.360  -3.990  -2.151
Cl  6.441  -2.012  -2.520
H  5.891  -1.960  3.683
H  1.696  -2.177  2.598
H  0.419  -1.356  1.479
H  1.416  -0.477  4.389
H  1.181  0.979  3.192
H  -1.410  -0.399  5.390
H  -3.116  -3.128  2.882
H  -5.788  -2.913  2.125
H  -7.393  -0.667  2.726
H  -6.151  1.450  4.174
H  -3.498  1.298  5.000
H  1.496  4.353  0.673
H  1.588  3.033  2.014
H  -0.719  2.815  2.030
H  -0.383  4.439  1.966
H  -0.647  2.710  -1.150
H  0.572  1.606  -2.119
H  -1.139  4.917  -3.533
H  0.470  5.104  -4.599
H  -0.012  3.002  -5.769
H  -1.641  2.994  -4.818
H  -0.148  2.046  -4.134
H  5.045  0.421  -1.953
H  3.281  0.899  -3.388
H  1.433  -2.927  -0.088
H  1.892  -2.698  -1.901
H  0.386  -0.730  -2.357
H  -0.051  -0.463  -0.493
H  -0.672  -3.128  -2.274
H  -1.988  -1.820  -1.811
H  -1.612  -2.519  0.841
H  -0.476  -3.914  0.279
H  -3.673  -3.698  -0.072
H  -2.579  -4.607  -1.440
H  -1.861  -5.221  1.386
H  -1.960  -6.203  0.052
H  4.271  -2.832  0.157
H  5.209  -1.134  -0.201
H  3.953  -1.782  -2.789
H  4.004  -4.296  -3.248
H  3.449  -4.198  -1.416
H  5.274  -4.646  -1.786
C  -4.838  4.726  -2.378
F  -6.200  4.888  -2.339
F  -4.409  5.445  -3.466
F  -4.353  5.389  -1.279
S  -4.318  2.932  -2.438
O  -4.920  2.389  -3.663
O  -4.856  2.326  -1.212
O  -2.849  2.949  -2.475

Computed properties:
E_HOMO   -7.9 eV
Electronic energy   -3823.31360 Eh
Charge   0
Gap between HOMO and LUMO   5.35 eV
Max |F|   0.2388 hartree/bohr

Atom charges from the Mulliken analysis, given in e for atoms 1 to 4: atom 1 (C): -1.2828, atom 2 (C): -0.5965, atom 3 (C): 1.2645, atom 4 (C): -0.2478